{"formula": "C22H66N6O13", "method": "ωB97M-V with the def2-TZVPD basis set", "symbols": ["N", "H", "H", "H", "H", "N", "O", "O", "O", "C", "C", "O", "O", "H", "H", "H", "H", "H", "H", "C", "C", "O", "O", "H", "H", "H", "H", "H", "H", "C", "C", "O", "O", "H", "H", "H", "H", "H", "H", "C", "C", "C", "O", "C", "N", "H", "H", "H", "H", "H", "H", "H", "H", "H", "H", "H", "C", "C", "C", "O", "C", "N", "H", "H", "H", "H", "H", "H", "H", "H", "H", "H", "H", "C", "C", "C", "O", "C", "N", "H", "H", "H", "H", "H", "H", "H", "H", "H", "H", "H", "C", "C", "C", "O", "C", "N", "H", "H", "H", "H", "H", "H", "H", "H", "H", "H", "H"], "xyz": [[-17.867, 18.845, -14.581], [-18.500, 18.031, -14.818], [-18.288, 19.641, -15.066], [-16.827, 18.696, -14.824], [-18.025, 19.009, -13.499], [-16.103, 15.789, -12.171], [-16.183, 14.632, -11.753], [-16.170, 16.053, -13.402], [-15.878, 16.740, -11.330], [-18.276, 13.948, -8.609], [-19.386, 13.334, -7.813], [-19.774, 14.198, -6.803], [-18.071, 13.218, -9.800], [-17.350, 14.023, -8.000], [-18.526, 14.999, -8.849], [-19.077, 12.383, -7.373], [-20.238, 13.157, -8.465], [-19.002, 14.361, -6.251], [-17.476, 13.728, -10.363], [-14.202, 17.009, -15.887], [-14.411, 18.475, -16.119], [-15.176, 19.141, -15.040], [-15.308, 16.183, -16.133], [-13.780, 16.843, -14.890], [-13.353, 16.704, -16.534], [-14.907, 18.698, -17.070], [-13.447, 19.001, -16.227], [-14.581, 19.144, -14.256], [-15.737, 15.995, -15.271], [-13.005, 18.971, -11.539], [-13.725, 19.198, -10.234], [-14.019, 17.922, -9.578], [-13.960, 18.710, -12.638], [-12.375, 18.075, -11.426], [-12.391, 19.819, -11.821], [-14.675, 19.722, -10.353], [-13.111, 19.756, -9.514], [-14.632, 17.408, -10.160], [-14.615, 18.040, -12.333], [-18.727, 21.651, -11.859], [-17.881, 20.508, -11.250], [-17.844, 20.565, -9.744], [-17.060, 21.658, -9.335], [-16.933, 21.783, -7.907], [-18.393, 19.168, -11.705], [-19.646, 21.827, -11.291], [-18.986, 21.369, -12.881], [-18.169, 22.581, -11.831], [-16.852, 20.649, -11.608], [-17.386, 19.634, -9.366], [-18.868, 20.650, -9.341], [-17.096, 22.834, -7.623], [-15.901, 21.576, -7.578], [-17.624, 21.142, -7.361], [-17.836, 18.423, -11.257], [-19.325, 19.070, -11.274], [-19.903, 14.438, -13.355], [-19.706, 14.189, -14.837], [-20.301, 12.901, -15.273], [-19.530, 11.892, -14.747], [-20.002, 10.633, -15.050], [-20.259, 15.297, -15.637], [-19.624, 15.461, -13.084], [-19.283, 13.776, -12.742], [-20.935, 14.301, -13.003], [-18.622, 14.096, -14.979], [-20.252, 12.843, -16.380], [-21.367, 12.788, -15.003], [-19.750, 10.370, -16.086], [-21.089, 10.595, -14.932], [-19.499, 9.947, -14.379], [-20.011, 15.158, -16.618], [-21.277, 15.259, -15.577], [-13.844, 14.268, -9.234], [-12.581, 14.630, -9.961], [-12.888, 14.927, -11.397], [-11.668, 15.154, -12.082], [-11.886, 15.482, -13.476], [-11.986, 15.760, -9.243], [-14.597, 15.059, -9.315], [-13.621, 14.154, -8.174], [-14.275, 13.346, -9.630], [-11.874, 13.800, -9.889], [-13.466, 15.870, -11.450], [-13.431, 14.095, -11.863], [-12.204, 16.543, -13.556], [-12.639, 14.824, -13.930], [-10.951, 15.381, -14.022], [-12.624, 16.567, -9.414], [-11.165, 16.086, -9.779], [-15.864, 12.015, -15.360], [-16.058, 11.370, -13.983], [-14.712, 11.363, -13.330], [-14.789, 10.806, -12.044], [-13.639, 11.043, -11.348], [-17.052, 12.076, -13.170], [-15.195, 11.460, -16.031], [-15.341, 12.975, -15.188], [-16.791, 12.292, -15.856], [-16.411, 10.336, -14.108], [-14.386, 12.420, -13.235], [-13.957, 10.838, -13.934], [-12.739, 10.671, -11.881], [-13.637, 10.470, -10.414], [-13.485, 12.102, -11.097], [-16.713, 13.011, -12.870], [-17.902, 12.157, -13.747]], "lowdin_charge": [0.23, 0.14, 0.12, 0.10, 0.10, -0.50, 0.00, -0.03, -0.10, -0.27, -0.29, -0.06, -0.06, 0.12, 0.12, 0.12, 0.13, 0.09, 0.04, -0.28, -0.18, -0.13, -0.06, 0.09, 0.13, 0.12, 0.12, 0.05, 0.04, -0.16, -0.19, -0.12, -0.12, 0.11, 0.12, 0.11, 0.13, 0.04, 0.06, -0.04, -0.40, -0.25, -0.19, -0.08, 0.03, 0.08, 0.06, 0.08, 0.14, 0.13, 0.13, 0.09, 0.09, 0.08, 0.08, 0.10, -0.05, -0.44, -0.26, -0.22, -0.10, 0.03, 0.07, 0.07, 0.09, 0.14, 0.13, 0.14, 0.10, 0.09, 0.10, 0.07, 0.07, -0.06, -0.45, -0.22, -0.18, -0.08, 0.04, 0.07, 0.08, 0.07, 0.14, 0.11, 0.10, 0.07, 0.09, 0.09, 0.04, 0.07, -0.06, -0.43, -0.23, -0.15, -0.15, 0.07, 0.08, 0.07, 0.06, 0.14, 0.12, 0.13, 0.10, 0.10, 0.06, 0.05, 0.03], "de_lowest_ev": 0.000, "energy_ha": -2184.24484, "multiplicity": 1, "lumo_energy_ev": -0.093, "gap_ev": 7.879}